# 1
Computed, not measured: C32H35BrIIrN5OSi2 as an isolated structure, with ωB97M-V with the def2-TZVPD basis set.

Summary:
- Gap between HOMO and LUMO (alpha / beta): 6.38 / 6.38 eV
- HOMO (alpha / beta): -9.92 / -9.92 eV
- LUMO energy (alpha / beta): -3.542 / -3.542 eV

Geometry as ORCA input:
```
! RIJCOSX wB97M-V def2-TZVPD def2/J DEFGRID3
* xyz 1 1
Ir 1.071 -0.696 -0.111
C 1.430 0.869 4.702
Si 0.795 0.918 2.940
C -1.082 0.940 2.975
C 1.546 2.489 2.209
C 1.454 -0.576 1.976
C 2.872 -0.311 1.620
C 4.056 -0.446 2.342
C 5.239 -0.098 1.720
C 5.244 0.339 0.392
C 4.053 0.404 -0.290
N 2.900 0.093 0.324
Si 1.164 -2.310 2.694
C -0.645 -2.553 3.078
C 2.151 -2.642 4.259
C 1.838 -3.511 1.409
H 1.170 1.805 5.206
H 2.518 0.772 4.741
H 0.992 0.055 5.282
H -1.458 1.952 2.808
H -1.445 0.617 3.952
H -1.535 0.286 2.229
H 0.857 3.334 2.283
H 1.857 2.393 1.170
H 2.442 2.752 2.778
H 4.030 -0.805 3.361
H 6.174 -0.168 2.262
H 6.164 0.610 -0.103
H 3.987 0.716 -1.325
H -0.907 -2.060 4.018
H -0.856 -3.619 3.199
H -1.303 -2.171 2.299
H 2.122 -1.823 4.977
H 3.197 -2.869 4.040
H 1.734 -3.523 4.755
H 1.397 -3.389 0.415
H 1.637 -4.543 1.707
H 2.925 -3.407 1.332
Br -1.594 3.158 -5.987
C -2.805 2.606 -4.643
C -3.698 3.510 -4.099
C -4.569 3.085 -3.105
C -4.529 1.778 -2.634
C -3.650 0.867 -3.227
C -2.794 1.280 -4.228
N -5.447 1.457 -1.585
N -5.342 0.414 -0.922
C -4.089 -0.118 -0.555
C -4.040 -1.475 -0.304
C -2.837 -2.178 -0.166
C -1.637 -1.497 -0.239
O -0.451 -2.040 -0.203
C -1.688 -0.084 -0.335
N -0.465 0.536 -0.293
C -0.398 1.850 -0.346
C -1.554 2.640 -0.363
C -2.786 2.045 -0.400
C -2.884 0.638 -0.452
H -3.721 4.533 -4.449
H -5.289 3.769 -2.672
H -3.656 -0.174 -2.934
H -2.120 0.572 -4.691
H -4.985 -2.005 -0.294
H -2.829 -3.249 -0.019
H 0.587 2.286 -0.371
H -1.451 3.716 -0.341
H -3.680 2.652 -0.374
I 3.111 -3.478 -4.979
C 1.995 -1.892 -4.243
C 1.341 -1.009 -5.090
C 0.619 0.031 -4.528
C 0.568 0.152 -3.152
N 1.197 -0.696 -2.333
C 1.894 -1.702 -2.876
H 1.395 -1.130 -6.164
H 0.097 0.747 -5.148
H 0.012 0.960 -2.696
H 2.389 -2.378 -2.188
*
```

Here are the Mulliken charges for atoms 1 to 6, given in e: 0.912 -1.371 0.874 -0.941 -1.124 2.026

---

# 2
Computed, not measured: C32H35CuN7S as an isolated structure, with ωB97M-V with the def2-TZVPD basis set.

Summary:
- Gap between HOMO and LUMO (alpha / beta): 7.18 / 7.61 eV
- Expectation value of S²: 0.75
- HOMO (alpha / beta): -7.06 / -7.47 eV
- LUMO energy (alpha / beta): 0.120 / 0.135 eV

Geometry as ORCA input:
```
! RIJCOSX wB97M-V def2-TZVPD def2/J DEFGRID3
* xyz 0 2
Cu -8.112 -12.525 11.202
C -7.353 -15.955 15.765
C -8.822 -16.029 15.260
N -9.317 -14.774 14.646
C -8.767 -14.212 13.525
S -9.440 -12.659 13.199
N -7.936 -14.975 12.863
N -7.362 -14.262 11.849
C -6.372 -14.754 11.232
C -5.671 -16.040 11.588
C -5.758 -13.940 10.112
C -4.905 -14.528 9.199
C -4.350 -13.741 8.217
C -4.604 -12.380 8.209
C -5.525 -11.923 9.121
N -6.124 -12.657 10.053
H -7.322 -16.638 16.616
H -7.127 -14.930 16.070
H -6.662 -16.258 14.901
H -9.450 -16.224 16.140
H -8.973 -16.883 14.609
H -10.070 -14.363 15.186
H -4.571 -15.948 11.461
H -5.939 -16.820 10.916
H -5.979 -16.307 12.574
H -4.600 -15.555 9.314
H -3.696 -14.161 7.464
H -4.144 -11.716 7.528
H -5.770 -10.896 9.054
C -12.858 -13.276 10.337
C -13.215 -12.657 9.038
C -14.485 -12.073 8.901
C -14.887 -11.490 7.682
C -14.053 -11.507 6.589
C -12.774 -12.057 6.676
C -12.351 -12.665 7.876
N -11.116 -13.319 8.014
C -10.081 -12.735 8.871
N -10.109 -11.375 8.863
C -9.368 -10.408 9.570
C -8.510 -10.703 10.630
C -7.906 -9.595 11.255
C -8.115 -8.268 10.815
C -8.985 -8.029 9.758
C -9.611 -9.078 9.147
C -10.672 -8.791 8.112
N -9.205 -13.409 9.531
C -9.143 -14.856 9.430
C -9.700 -15.649 10.433
C -9.467 -17.005 10.461
C -8.770 -17.618 9.398
C -8.319 -16.845 8.333
C -8.595 -15.469 8.309
C -8.043 -14.603 7.211
H -13.687 -13.146 11.036
H -11.974 -12.887 10.878
H -12.647 -14.352 10.192
H -15.091 -12.063 9.789
H -15.820 -10.993 7.612
H -14.457 -11.033 5.675
H -12.107 -11.963 5.828
H -11.160 -14.313 8.129
H -10.819 -10.934 8.278
H -7.257 -9.674 12.134
H -7.540 -7.493 11.252
H -9.127 -7.027 9.353
H -10.555 -7.810 7.678
H -11.673 -8.846 8.531
H -10.685 -9.476 7.209
H -10.165 -15.174 11.290
H -9.808 -17.616 11.373
H -8.656 -18.709 9.372
H -7.852 -17.316 7.433
H -7.831 -15.241 6.384
H -7.175 -14.087 7.631
H -8.767 -13.876 6.925
*
```

Here are the Mulliken charges for atoms 1 to 6, given in e: -1.856 -0.786 -0.491 -0.202 0.297 -0.570

---

# 3
Computed, not measured: one molecule with the formula C32H35F13NO5PS, with ωB97M-V with the def2-TZVPD basis set.

Summary:
- Gap between HOMO and LUMO: 7.77 eV
- HOMO: -7.85 eV
- LUMO energy: -0.081 eV
- SMILES: CCOP(=O)(CCCc1c(CCC(F)(F)C(F)(F)C(F)(F)C(F)(F)C(F)(F)C(F)(F)F)ccc2c1Sc1ccc(CCCOC(C)=O)cc1N2)OCC

Geometry as ORCA input:
```
! RIJCOSX wB97M-V def2-TZVPD def2/J DEFGRID3
* xyz 0 1
C -0.087 3.623 1.524
C -1.018 3.686 0.193
O -0.538 2.635 -0.688
P -1.163 2.775 -2.262
O -2.694 2.576 -2.176
C -0.305 1.426 -3.303
C -1.096 0.026 -3.298
C -0.442 -1.107 -2.374
C -0.307 -0.722 -0.831
C 1.084 -0.736 -0.106
C 2.451 -1.148 -0.867
C 3.175 0.118 -1.542
C 3.872 -0.167 -2.947
F 3.972 1.075 -3.636
F 2.907 -0.939 -3.710
C 5.199 -1.045 -2.919
F 5.685 -1.174 -4.268
F 4.785 -2.381 -2.568
C 6.328 -0.648 -1.866
F 7.377 -1.619 -2.037
F 5.903 -0.865 -0.506
C 6.875 0.848 -1.912
F 5.872 1.833 -1.607
F 7.811 0.964 -0.826
C 7.596 1.333 -3.245
F 8.109 2.649 -2.961
F 6.744 1.509 -4.366
C 8.853 0.480 -3.744
F 9.733 0.050 -2.736
F 9.619 1.352 -4.588
F 8.533 -0.635 -4.548
C 1.223 -0.352 1.409
C -0.007 0.034 2.289
C -1.405 0.007 1.587
C -1.529 -0.348 0.056
S -3.283 -0.322 -0.595
C -4.212 -1.085 0.840
C -5.370 -2.083 0.613
C -6.093 -2.732 1.815
C -5.588 -2.350 3.255
C -6.343 -3.094 4.467
C -5.390 -4.352 4.877
C -4.333 -3.949 6.053
O -3.106 -3.581 5.368
C -2.242 -2.809 6.181
C -0.678 -2.774 5.769
O -2.575 -2.112 7.168
C -4.428 -1.315 3.469
C -3.684 -0.644 2.258
N -2.571 0.329 2.439
O -0.822 4.357 -2.804
C -1.386 4.618 -4.118
C -2.941 5.099 -4.058
H 0.071 4.653 1.997
H -0.666 3.003 2.310
H 0.922 3.123 1.339
H -1.022 4.731 -0.271
H -2.097 3.509 0.574
H 0.806 1.338 -3.054
H -0.353 1.824 -4.388
H -2.199 0.238 -3.088
H -1.054 -0.375 -4.383
H 0.598 -1.356 -2.791
H -1.037 -2.100 -2.414
H 3.147 -1.530 -0.024
H 2.284 -2.039 -1.557
H 2.349 0.906 -1.731
H 3.858 0.578 -0.748
H 2.266 -0.363 1.891
H 0.081 0.326 3.399
H -5.640 -2.320 -0.480
H -6.932 -3.472 1.620
H -7.338 -3.578 4.131
H -6.549 -2.413 5.357
H -4.784 -4.666 3.951
H -5.982 -5.273 5.203
H -4.834 -3.082 6.618
H -4.166 -4.860 6.743
H 0.010 -2.903 6.670
H -0.424 -1.738 5.322
H -0.436 -3.588 4.985
H -4.120 -1.076 4.540
H -2.942 1.273 2.194
H -1.217 3.774 -4.877
H -0.807 5.528 -4.537
H -3.055 5.985 -4.782
H -3.159 5.390 -2.970
H -3.655 4.246 -4.367
*
```

Here are the Mulliken charges for atoms 1 to 6, given in e: -0.807 -0.359 -0.027 0.873 -0.738 -0.012

---

# 4
Computed, not measured: C32H35I2KN4O5 as an isolated structure, with ωB97M-V with the def2-TZVPD basis set.

Summary:
- Gap between HOMO and LUMO: 5.77 eV
- HOMO: -2.15 eV
- LUMO energy: 3.614 eV

Geometry as ORCA input:
```
! RIJCOSX wB97M-V def2-TZVPD def2/J DEFGRID3
* xyz -2 1
K 0.372 0.183 -0.110
I -1.440 8.445 1.586
C -1.170 6.491 0.775
C -1.193 6.315 -0.595
C -1.023 5.040 -1.073
I -1.102 4.677 -3.158
C -0.821 3.880 -0.272
O -0.671 2.738 -0.767
C -0.834 4.146 1.140
C -0.727 2.967 2.070
N -1.974 2.212 2.013
C -2.410 1.621 3.254
C -1.595 0.461 3.766
C -2.200 -0.757 4.060
C -1.417 -1.816 4.479
C -0.049 -1.625 4.586
C 0.453 -0.366 4.301
N -0.295 0.657 3.935
C -0.995 5.419 1.634
H -1.343 7.151 -1.267
H -0.575 3.322 3.093
H 0.135 2.347 1.785
H -1.873 1.493 1.306
H -3.443 1.285 3.115
H -2.410 2.415 4.010
H -3.267 -0.879 3.939
H -1.858 -2.781 4.693
H 0.607 -2.436 4.870
H 1.512 -0.154 4.378
H -1.000 5.576 2.706
N -3.419 1.604 -1.298
C -3.104 0.229 -1.678
C -2.125 0.240 -2.848
C -2.018 -1.095 -3.581
C -1.767 -2.290 -2.656
N -0.673 -2.045 -1.749
H -3.891 1.607 -0.394
H -2.528 2.079 -1.154
H -4.045 -0.250 -1.988
H -2.674 -0.353 -0.852
H -1.141 0.530 -2.481
H -2.457 1.007 -3.551
H -1.199 -1.031 -4.302
H -2.943 -1.287 -4.138
H -1.611 -3.186 -3.298
H -2.671 -2.478 -2.065
H 0.206 -1.929 -2.263
H -0.553 -2.833 -1.121
C 2.970 -2.742 0.878
C 1.693 -2.054 1.342
O 1.719 -0.849 1.552
C 0.510 -2.873 1.504
C 0.604 -4.254 1.696
C -0.499 -5.046 1.908
C -1.768 -4.457 1.900
C -1.907 -3.119 1.683
C -0.790 -2.236 1.485
O -0.971 -1.013 1.300
H 3.711 -1.972 0.678
H 2.773 -3.294 -0.035
H 3.359 -3.423 1.634
H 1.581 -4.719 1.721
H -0.389 -6.109 2.090
H -2.643 -5.077 2.075
H -2.886 -2.658 1.682
O 1.988 -1.763 -2.894
C 2.492 -0.714 -2.458
O 2.050 0.035 -1.575
C 3.828 -0.293 -3.089
C 4.223 1.037 -3.042
C 5.429 1.429 -3.595
C 6.264 0.489 -4.179
C 5.874 -0.840 -4.231
C 4.658 -1.226 -3.695
H 3.563 1.747 -2.565
H 5.724 2.471 -3.573
H 7.213 0.797 -4.603
H 6.524 -1.573 -4.695
H 4.322 -2.252 -3.735
*
```

Here are the Mulliken charges for atoms 1 to 6, given in e: 1.002 -0.104 -0.411 -0.422 -0.419 -0.105

---

# 5
Computed, not measured: C32H35N5Sr as an isolated structure, with ωB97M-V with the def2-TZVPD basis set.

Summary:
- Gap between HOMO and LUMO: 8.37 eV
- HOMO: -13.84 eV
- LUMO energy: -5.470 eV

Geometry as ORCA input:
```
! RIJCOSX wB97M-V def2-TZVPD def2/J DEFGRID3
* xyz 2 1
Sr 0.351 -0.453 -0.304
C -1.128 3.813 2.157
C -1.110 2.724 3.205
C -2.349 1.803 3.258
C 0.146 1.918 3.026
C 1.029 2.128 1.932
C 2.052 1.247 1.652
C 2.266 0.170 2.459
C 3.452 -0.723 2.286
C 1.383 -0.110 3.529
C 0.350 0.773 3.795
H -1.925 4.497 2.369
H -1.334 3.414 1.175
H -0.271 4.417 2.130
H -1.026 3.254 4.201
H -2.424 1.261 2.321
H -3.303 2.345 3.292
H -2.181 1.090 4.047
H 0.833 2.936 1.246
H 2.782 1.344 0.874
H 4.355 -0.230 2.669
H 3.605 -0.923 1.216
H 3.291 -1.651 2.802
H 1.559 -0.980 4.174
H -0.302 0.565 4.628
N -0.961 -1.813 1.544
C -1.242 -3.164 1.157
C -2.052 -3.909 1.998
C -2.262 -5.241 1.664
C -1.726 -5.786 0.486
C -0.903 -5.036 -0.405
C -0.249 -5.509 -1.611
C 0.538 -4.706 -2.398
C 0.727 -3.375 -1.953
N 0.137 -2.857 -0.850
C -0.644 -3.661 -0.043
H -0.268 -1.809 2.306
H -1.849 -1.464 1.957
H -2.421 -3.434 2.936
H -2.918 -5.856 2.315
H -1.899 -6.860 0.304
H -0.557 -6.497 -1.993
H 1.098 -5.027 -3.245
H 1.305 -2.681 -2.593
C -4.645 -0.070 -1.776
C -4.467 0.654 -2.966
C -3.279 1.372 -3.114
C -2.321 1.253 -2.028
N -2.341 0.294 -1.099
C -3.511 -0.374 -1.011
C -1.239 2.208 -2.051
C -1.473 3.432 -2.692
C -0.430 4.311 -2.989
C 0.841 3.952 -2.510
C 0.988 2.805 -1.758
N -0.031 1.916 -1.552
H -5.634 -0.427 -1.439
H -5.271 0.632 -3.691
H -3.099 1.970 -3.992
H -3.565 -1.140 -0.248
H -2.513 3.702 -2.854
H -0.594 5.214 -3.525
H 1.741 4.537 -2.718
H 1.965 2.475 -1.417
C 5.372 1.381 -2.761
C 5.235 0.102 -1.967
C 3.865 -0.225 -1.593
N 2.732 -0.354 -1.288
H 6.350 1.842 -2.596
H 4.632 2.163 -2.689
H 5.393 1.106 -3.844
H 5.783 0.089 -0.987
H 5.561 -0.758 -2.561
*
```

Here are the Mulliken charges for atoms 1 to 6, given in e: 2.373 -1.866 0.986 -1.049 0.000 0.345

---

# 6
Computed, not measured: a 2-piece molecular cluster, C32H36BClO3S overall, with ωB97M-V with the def2-TZVPD basis set.

Summary:
- Gap between HOMO and LUMO: 3.28 eV
- HOMO: -5.64 eV
- LUMO energy: -2.361 eV

Geometry as ORCA input:
```
! RIJCOSX wB97M-V def2-TZVPD def2/J DEFGRID3
* xyz 0 1
C -3.944 5.470 2.689
C -3.184 4.284 2.225
C -2.913 3.925 0.920
C -2.217 2.682 0.801
C -1.894 2.133 2.028
B -1.450 0.579 2.299
C -0.001 1.373 2.302
C 0.774 1.363 1.130
C 2.118 1.742 1.144
C 2.721 2.113 2.358
Cl 4.402 2.464 2.409
C 1.954 2.175 3.531
C 0.606 1.797 3.495
O -2.100 0.107 3.465
C -3.334 -0.443 2.967
C -3.730 -1.575 3.897
C -4.429 0.607 3.005
C -2.970 -0.888 1.460
C -2.661 -2.368 1.400
C -3.994 -0.541 0.391
O -1.752 -0.191 1.158
S -2.474 3.138 3.320
H -4.551 5.874 1.872
H -4.613 5.168 3.502
H -3.289 6.270 3.052
H -3.223 4.538 0.074
H -1.930 2.246 -0.154
H 0.313 1.038 0.196
H 2.709 1.732 0.228
H 2.419 2.513 4.457
H 0.003 1.841 4.402
H -4.667 -2.028 3.556
H -2.950 -2.341 3.961
H -3.872 -1.179 4.909
H -5.394 0.146 2.742
H -4.510 1.022 4.018
H -4.239 1.431 2.306
H -3.554 -2.984 1.565
H -2.215 -2.614 0.431
H -1.920 -2.607 2.173
H -4.944 -1.057 0.599
H -4.172 0.539 0.317
H -3.624 -0.889 -0.581
C -2.604 -6.196 5.817
O -2.249 -4.871 6.284
C -1.248 -4.218 5.646
C -1.134 -2.826 5.891
C -0.568 -2.024 4.933
C 0.005 -2.585 3.737
C 0.388 -1.753 2.646
C 0.959 -2.269 1.430
C 2.159 -1.728 0.894
C 2.723 -2.238 -0.268
C 2.063 -3.223 -1.011
C 2.571 -3.673 -2.343
C 0.912 -3.807 -0.471
C 0.383 -3.375 0.730
C 0.125 -4.005 3.689
C -0.478 -4.814 4.624
H -3.408 -6.498 6.485
H -2.965 -6.171 4.781
H -1.754 -6.884 5.905
H -1.618 -2.414 6.774
H -0.563 -0.942 5.066
H 0.507 -0.692 2.856
H 2.644 -0.918 1.445
H 3.685 -1.853 -0.621
H 1.772 -4.152 -2.914
H 2.962 -2.832 -2.920
H 3.380 -4.407 -2.244
H 0.425 -4.625 -1.010
H -0.474 -3.899 1.152
H 0.673 -4.488 2.883
H -0.460 -5.897 4.495
*
```

Here are the Mulliken charges for atoms 1 to 6, given in e: -1.345 0.609 -0.896 -0.896 0.621 1.241